1.
The following is a DFT calculation (the ωB97M-V functional and the def2-TZVPD basis) of the molecule C4H5NO.

Values from the calculation:
LUMO energy in eV: 0.5
Highest occupied orbital energy in eV: -9.121
E_tot in eV: -7763.75448
Gap between HOMO and LUMO in hartree: 0.355
Energy above the lowest of the compared OMol25 structures with the same formula, charge and spin in kcal per mole: 63.9
Total charge: 0

Cartesian coordinates (Å):
1 O -0.5522 1.1996 -1.7367
2 C -1.0818 0.6763 -0.6551
3 C -0.3663 -0.6311 -0.3929
4 C 0.2433 -0.5479 1.0192
5 C 1.4974 0.2150 1.0265
6 N 2.4923 0.8048 1.0126
7 H -0.9897 2.0514 -1.8937
8 H -0.4699 -0.0481 1.6841
9 H -1.1361 -1.4133 -0.3763
10 H 0.3926 -0.8883 -1.1440
11 H 0.4452 -1.5441 1.4237


2.
The following is a DFT calculation (the ωB97M-V functional and the def2-TZVPD basis) of the molecule C4H5NO.

Values from the calculation:
LUMO energy in eV: -0.4
Highest occupied orbital energy in eV: -10.110
E_tot in eV: -7763.49857
Gap between HOMO and LUMO in hartree: 0.358
SMILES: CCC(=O)C#N
Energy above the lowest of the compared OMol25 structures with the same formula, charge and spin in kcal per mole: 69.8
Total charge: 0

Cartesian coordinates (Å):
1 C -0.9294 -0.4817 -0.3823
2 C -0.0718 0.7770 -0.7305
3 C 1.1042 0.5942 0.2043
4 O 2.0905 1.2364 0.4224
5 C 0.8139 -0.7106 0.9398
6 N 0.8023 -1.6650 1.6109
7 H -0.4851 -1.2880 0.4884
8 H -1.0327 -1.1337 -1.2417
9 H -1.8809 -0.1947 0.0506
10 H -0.5648 1.7482 -0.5460
11 H 0.2778 0.8272 -1.7768


3.
The following is a DFT calculation (the ωB97M-V functional and the def2-TZVPD basis) of the molecule C4H5NO.

Values from the calculation:
LUMO energy in eV: 0.7
Highest occupied orbital energy in eV: -9.253
E_tot in eV: -7765.41861
Gap between HOMO and LUMO in hartree: 0.367
SMILES: [H]/N=C(\C)C=C=O
Energy above the lowest of the compared OMol25 structures with the same formula, charge and spin in kcal per mole: 25.5
Total charge: 0

Cartesian coordinates (Å):
1 H -0.2253 1.9975 -1.3483
2 N -0.6974 1.0856 -1.3836
3 C -0.2606 0.3050 -0.4452
4 C 0.7999 0.7966 0.5127
5 C -0.8238 -1.0518 -0.3410
6 C -0.3908 -1.9209 0.5147
7 O 0.0091 -2.7055 1.2930
8 H 1.6933 1.0724 -0.0555
9 H 1.0784 0.0515 1.2598
10 H 0.4249 1.6840 1.0318
11 H -1.6078 -1.3145 -1.0385


4.
The following is a DFT calculation (the ωB97M-V functional and the def2-TZVPD basis) of a structure of composition C4H5NO2.

Values from the calculation:
LUMO energy (alpha / beta) in eV: 0.3 / 0.3
Highest occupied orbital energy (alpha / beta) in eV: -8.028 / -8.028
E_tot in eV: -9809.56871
Gap between HOMO and LUMO (alpha / beta) in hartree: 0.305 / 0.305
Energy above the lowest of the compared OMol25 structures with the same formula, charge and spin in kcal per mole: 109.4
Total charge: 0

Cartesian coordinates (Å):
1 C 1.7703 0.2111 0.9150
2 C 0.4414 0.0708 0.2439
3 C -0.4732 1.1689 -0.3220
4 O -0.6899 0.5481 -1.7155
5 C -1.0831 -0.4063 -0.9291
6 O -2.3287 -0.8469 -1.0672
7 N -0.1023 -1.0557 -0.0825
8 H 2.1225 -0.7533 1.2978
9 H 2.5107 0.5805 0.1855
10 H 1.7383 0.9544 1.7157
11 H -1.4109 1.1339 0.2477
12 H -2.4951 -1.6054 -0.4892


5.
The following is a DFT calculation (the ωB97M-V functional and the def2-TZVPD basis) of the molecule C4H5NO2.

Values from the calculation:
LUMO energy in eV: 0.7
Highest occupied orbital energy in eV: -8.746
E_tot in eV: -9811.53799
Gap between HOMO and LUMO in hartree: 0.349
SMILES: OCc1ncco1
Energy above the lowest of the compared OMol25 structures with the same formula, charge and spin in kcal per mole: 64.0
Total charge: 0

Cartesian coordinates (Å):
1 O 1.7305 -0.9154 -1.1714
2 C 1.0862 0.3494 -1.2013
3 C 0.0457 0.2951 -0.2572
4 N -1.2453 0.6723 -0.2568
5 C -1.7850 0.3987 0.8759
6 C -0.8213 -0.3567 1.5590
7 O 0.2629 -0.3476 0.8694
8 H 2.2797 -0.7133 -1.8826
9 H 0.9041 0.6410 -2.3778
10 H 1.7918 1.1502 -0.9880
11 H -2.6424 0.9900 1.1084
12 H -0.7172 -0.7896 2.4957


6.
The following is a DFT calculation (the ωB97M-V functional and the def2-TZVPD basis) of the molecule C4H5NO2.

Values from the calculation:
LUMO energy in eV: -1.2
Highest occupied orbital energy in eV: -9.733
E_tot in eV: -9809.03200
Gap between HOMO and LUMO in hartree: 0.315
SMILES: C=C/C=C\[N+](=O)[O-]
Energy above the lowest of the compared OMol25 structures with the same formula, charge and spin in kcal per mole: 121.8
Total charge: 0

Cartesian coordinates (Å):
1 C 0.5919 0.2468 -2.3156
2 C 0.4702 0.1166 -0.9482
3 C -0.7247 0.2161 -0.1019
4 C -0.9124 -0.0319 1.2594
5 N 0.1267 -0.3894 2.1774
6 O -0.1729 -0.3812 3.3274
7 O 1.2740 -0.5976 1.7265
8 H -0.2250 0.1621 -3.1121
9 H 1.6452 0.0800 -2.6520
10 H 1.3280 0.1879 -0.2596
11 H -1.5035 0.2327 -0.8229
12 H -1.8976 0.1579 1.7217


7.
The following is a DFT calculation (the ωB97M-V functional and the def2-TZVPD basis) of a structure of composition C4H5NO2.

Values from the calculation:
LUMO energy in eV: 0.8
Highest occupied orbital energy in eV: -9.300
E_tot in eV: -9809.47212
Gap between HOMO and LUMO in hartree: 0.371
Energy above the lowest of the compared OMol25 structures with the same formula, charge and spin in kcal per mole: 111.7
Total charge: 0

Cartesian coordinates (Å):
1 N 0.5725 1.2356 1.0238
2 C 0.1276 0.3777 0.0005
3 C -1.1065 0.6560 -0.7162
4 C -0.8293 -0.8727 0.1529
5 O 0.0660 -1.6845 -0.6249
6 C 1.0528 -0.7143 -0.5073
7 O 2.2334 -0.8479 -0.5957
8 H 0.3333 2.1986 0.8220
9 H 1.5665 1.1407 1.2016
10 H -1.8785 -0.5710 -0.2319
11 H -1.1165 0.2104 -1.7211
12 H -0.9953 -1.2003 1.1745


8.
The following is a DFT calculation (the ωB97M-V functional and the def2-TZVPD basis) of the molecule C4H5NO2.

Values from the calculation:
LUMO energy in eV: 0.5
Highest occupied orbital energy in eV: -8.830
E_tot in eV: -9807.75729
Gap between HOMO and LUMO in hartree: 0.344
SMILES: C=C=C/C=[N+](/[O-])O
Energy above the lowest of the compared OMol25 structures with the same formula, charge and spin in kcal per mole: 151.2
Total charge: 0

Cartesian coordinates (Å):
1 C -0.4992 -1.7919 -2.4316
2 C -0.3635 -1.0852 -1.3628
3 C -0.1925 -0.2573 -0.2785
4 C -0.1092 -0.0181 1.3684
5 N 0.3468 1.0892 1.8182
6 O 0.4562 1.4188 2.9972
7 O 0.7917 2.0547 0.8940
8 H 0.3556 -2.2205 -2.9312
9 H -1.4586 -1.9552 -2.8964
10 H -0.0178 0.7511 -0.6556
11 H -0.4447 -0.7758 2.0490
12 H 1.1352 2.7901 1.4293


9.
The following is a DFT calculation (the ωB97M-V functional and the def2-TZVPD basis) of the molecule C4H5NO2.

Values from the calculation:
LUMO energy in eV: -0.3
Highest occupied orbital energy in eV: -9.986
E_tot in eV: -9812.35696
Gap between HOMO and LUMO in hartree: 0.357
SMILES: O=CC(=O)N1CC1
Energy above the lowest of the compared OMol25 structures with the same formula, charge and spin in kcal per mole: 45.1
Total charge: 0

Cartesian coordinates (Å):
1 O 1.7927 1.4200 1.1621
2 C 2.0203 0.4828 0.4433
3 C 0.9781 -0.5318 -0.0177
4 O 1.3560 -1.4868 -0.6647
5 N -0.3014 -0.3233 0.4564
6 C -1.4865 -0.7273 -0.2616
7 C -1.1720 0.7144 -0.0617
8 H 3.0235 0.2348 0.0522
9 H -2.2549 -1.1446 0.3862
10 H -1.3802 -1.1996 -1.2394
11 H -0.8144 1.2882 -0.9152
12 H -1.7611 1.2733 0.6601


10.
The following is a DFT calculation (the ωB97M-V functional and the def2-TZVPD basis) of a structure of composition C4H5NO2.

Values from the calculation:
LUMO energy in eV: 0.7
Highest occupied orbital energy in eV: -9.600
E_tot in eV: -9809.86130
Gap between HOMO and LUMO in hartree: 0.380
Energy above the lowest of the compared OMol25 structures with the same formula, charge and spin in kcal per mole: 102.7
Total charge: 0

Cartesian coordinates (Å):
1 C -1.8321 0.1488 -0.6410
2 N 1.4927 -1.2278 0.1977
3 C 1.6060 0.1178 0.5041
4 C -0.5527 0.0582 0.0573
5 C 0.1930 0.6336 0.9442
6 O 0.5993 -0.7814 -0.8568
7 O 2.5913 0.7948 0.7136
8 H 2.3440 -1.6407 -0.1713
9 H 0.0606 1.3694 1.7129
10 H -2.4785 0.8838 -0.1481
11 H -1.6922 0.4667 -1.6774
12 H -2.3315 -0.8231 -0.6353


| no. | maximum force (eV Å⁻¹) |
| --- | --- |
| 1 | 1.1 |
| 2 | 4.7 |
| 3 | 3.3 |
| 4 | 0.7 |
| 5 | 6.7 |
| 6 | 3.8 |
| 7 | 0.8 |
| 8 | 5.6 |
| 9 | 0.6 |
| 10 | 5.9 |